C32H23F5N3OOsPS | ωB97M-V/def2-TZVPD

Atoms and positions in Å:
Os 0.116 -0.598 -1.143
C 1.952 -2.458 4.708
C 2.504 -2.623 3.445
C 1.963 -1.952 2.362
C 0.858 -1.120 2.544
C 0.303 -0.953 3.813
C 0.858 -1.623 4.890
P 0.290 -0.099 1.171
C -1.357 0.521 1.610
C -1.680 1.873 1.539
C -2.978 2.282 1.811
C -3.952 1.347 2.138
C -3.634 -0.004 2.201
C -2.340 -0.420 1.931
C 1.416 1.315 1.123
C 1.857 1.987 2.240
C 2.710 3.090 2.094
C 3.108 3.495 0.846
C 2.681 2.811 -0.314
C 3.072 3.210 -1.615
C 2.640 2.517 -2.721
C 1.813 1.397 -2.582
C 1.415 0.935 -1.326
C 1.831 1.686 -0.172
H 2.379 -2.980 5.554
H 3.358 -3.271 3.306
H 2.400 -2.064 1.378
H -0.546 -0.299 3.961
H 0.438 -1.487 5.878
H -0.917 2.601 1.291
H -3.224 3.336 1.791
H -4.963 1.672 2.350
H -4.387 -0.733 2.471
H -2.082 -1.472 1.970
H 1.552 1.656 3.225
H 3.051 3.620 2.973
H 3.771 4.345 0.739
H 3.713 4.075 -1.732
H 2.941 2.828 -3.712
H 1.489 0.884 -3.478
C -5.180 2.089 -2.138
N -4.001 1.267 -1.920
C -4.052 -0.141 -1.560
C -2.584 -0.427 -1.373
O -2.024 -1.473 -1.034
N -1.867 0.684 -1.615
C -2.736 1.677 -1.910
N -2.338 2.917 -2.142
H -6.026 1.439 -2.340
H -5.043 2.741 -3.000
H -5.405 2.698 -1.259
H -4.485 -0.754 -2.353
H -4.612 -0.308 -0.637
H -1.351 3.114 -2.143
H -2.986 3.661 -2.340
F 4.332 -6.018 -2.047
C 3.452 -5.086 -2.295
C 3.096 -4.798 -3.610
F 3.622 -5.486 -4.599
C 2.198 -3.779 -3.872
F 1.875 -3.499 -5.116
C 1.636 -3.029 -2.828
S 0.558 -1.727 -3.166
C 1.985 -3.376 -1.523
F 1.443 -2.671 -0.512
C 2.877 -4.379 -1.238
F 3.193 -4.661 0.013

Its HOMO energy (spin up / spin down) is -13.201 / -13.359 eV. The calculation puts the energy relative to the best compared isomer or geometry (same formula, charge and spin) at 21.8 kcal/mol. Its spin multiplicity is 1. The value obtained for the gap between HOMO and LUMO (spin up / spin down) is 4.39 / 4.97 eV. The total energy is -2801.69449 a.u. As for the charge: +2.

Need the Mulliken charges? In units of e they are:
1 Os 1.823
2 C -0.596
3 C -0.740
4 C -0.574
5 C 0.874
6 C -0.415
7 C -0.773
8 P 1.076
9 C 0.291
10 C -0.773
11 C -0.804
12 C -0.557
13 C -1.007
14 C -0.181
15 C 0.330
16 C -0.163
17 C -1.003
18 C -0.759
19 C 0.450
20 C -0.734
21 C -1.119
22 C -0.593
23 C -0.082
24 C 0.767
25 H 0.421
26 H 0.446
27 H 0.309
28 H 0.444
29 H 0.449
30 H 0.468
31 H 0.493
32 H 0.472
33 H 0.472
34 H 0.482
35 H 0.567
36 H 0.460
37 H 0.442
38 H 0.448
39 H 0.458
40 H 0.459
41 C -1.098
42 N 0.095
43 C -0.491
44 C 0.348
45 O -0.711
46 N -0.019
47 C 0.072
48 N -0.307
49 H 0.380
50 H 0.418
51 H 0.349
52 H 0.417
53 H 0.361
54 H 0.177
55 H 0.213
56 F -0.247
57 C 0.478
58 C 0.215
59 F -0.238
60 C 0.291
61 F -0.279
62 C 0.388
63 S -0.464
64 C 0.138
65 F -0.022
66 C -0.239
67 F -0.251